i:
Below is a gas-phase ion, C4H8NOS (charge -1), with properties calculated with ωB97M-V/def2-TZVPD.

Each line ends with the natural charge from an NBO analysis.
Positions of all 15 atoms, in Å:
S: -1.620 -1.396 -1.408  -0.74
O: 1.503 0.544 1.653  -0.61
N: -0.600 0.914 0.703  -0.72
C: -0.364 2.076 -0.265  -0.44
C: -0.399 -1.886 -0.044  -0.52
C: 0.628 0.296 0.849  0.72
C: 0.789 -0.959 -0.065  -0.54
H: 0.082 -2.841 -0.169  0.19
H: -1.295 0.376 0.164  0.42
H: -1.146 2.827 -0.194  0.20
H: -1.003 -1.718 0.842  0.20
H: 0.681 2.430 -0.192  0.19
H: -0.242 1.518 -1.200  0.21
H: 1.690 -1.432 0.347  0.20
H: 1.296 -0.748 -1.021  0.22

As for the gap between HOMO and LUMO: 0.2508 Eh. Its total charge is -1. For the LUMO energy, the calculation gives 4.0 eV. Its structure (SMILES) is CNC(=O)CC[S-].

***

ii:
Below is a gas-phase ion, C4H8NOS (charge -1), with properties calculated with ωB97M-V/def2-TZVPD.

Each line ends with the natural charge from an NBO analysis.
Positions of all 15 atoms, in Å:
S: 1.220 -2.768 -0.438  -0.69
O: -1.851 -0.400 -2.022  -0.58
N: -0.847 0.693 0.451  -0.66
C: 1.007 -1.021 0.087  -0.54
C: -0.458 -0.650 -0.049  -0.18
C: 0.147 1.669 0.846  -0.40
C: -0.753 -0.593 -1.565  0.46
H: 0.524 1.636 1.882  0.15
H: -1.065 -1.446 0.377  0.22
H: 1.059 1.633 0.267  0.20
H: 1.650 -0.317 -0.439  0.17
H: -1.703 0.730 0.987  0.36
H: 1.287 -1.027 1.139  0.20
H: -0.343 2.636 0.697  0.18
H: 0.125 -0.776 -2.221  0.12

As for the gap between HOMO and LUMO: 0.2347 Eh. Its total charge is -1. For the LUMO energy, the calculation gives 3.7 eV. Its structure (SMILES) is CN[C@@H](C=O)C[S-].

***

Most stable pick: i. Distance to second place: 2.2 kcal/mol.

***

i:
Below is a molecular structure, C31H27BN8O2SSr, with properties calculated with ωB97M-V/def2-TZVPD.

Each line ends with the Löwdin charge.
Positions of all 71 atoms, in Å:
Sr: 0.073 0.895 -0.126  1.29
S: -0.967 1.688 2.912  0.52
O: -1.412 2.389 1.710  -0.42
O: 0.236 2.182 3.538  -0.31
N: 0.532 -1.582 2.225  0.12
N: 3.635 0.360 -0.320  -0.10
N: 2.341 -1.491 -1.557  -0.10
N: 0.147 -0.722 4.419  0.12
N: -5.425 2.225 6.829  0.07
N: 2.654 1.209 0.036  -0.07
N: 1.009 -1.327 -1.369  -0.04
N: -0.873 0.174 2.474  -0.18
C: -2.182 3.919 -4.857  -0.19
C: -2.354 4.627 -6.079  -0.08
C: 2.534 6.316 -4.486  -0.17
C: -0.043 -0.715 3.089  -0.48
C: -0.766 1.847 -2.336  -0.24
C: 0.196 4.660 -4.293  -0.19
C: -4.379 2.081 5.900  -0.34
C: -2.294 1.876 4.069  -0.28
C: 1.376 -2.460 2.732  -0.16
C: -4.584 2.390 4.558  -0.04
C: 3.228 2.388 0.267  -0.17
C: -2.075 1.573 5.406  -0.06
C: -3.548 2.287 3.645  -0.05
C: 0.166 5.964 -4.857  -0.08
C: 1.665 -2.529 4.089  -0.08
C: 1.465 4.258 -3.790  -0.05
C: -3.342 3.222 -4.412  -0.06
C: 2.587 5.055 -3.893  -0.14
C: -4.545 3.282 -5.082  -0.15
C: 1.297 6.755 -4.949  -0.15
C: 1.000 -1.620 4.889  -0.16
C: -4.694 4.020 -6.258  -0.17
C: -3.112 1.677 6.318  -0.04
C: 1.362 -2.213 -3.408  -0.08
C: -0.844 2.753 -3.169  -0.30
C: -0.949 3.804 -4.133  -0.24
C: 2.569 -2.018 -2.768  -0.12
C: 4.607 2.317 0.061  -0.08
C: 4.811 0.999 -0.320  -0.11
C: -3.565 4.673 -6.745  -0.16
C: 0.422 -1.746 -2.485  -0.19
B: 3.411 -1.183 -0.478  -0.43
H: 1.847 -3.121 2.011  0.10
H: 1.187 -2.596 -4.398  0.08
H: 1.533 3.287 -3.317  0.08
H: 3.417 6.941 -4.564  0.07
H: -5.335 1.618 7.629  0.07
H: -5.396 2.739 -4.681  0.08
H: 3.068 -1.637 0.584  0.05
H: 3.529 4.683 -3.500  0.08
H: -0.647 -1.655 -2.597  0.10
H: -1.092 1.239 5.711  0.10
H: -0.780 6.378 -5.175  0.08
H: 5.713 0.475 -0.590  0.10
H: -3.692 2.527 2.600  0.11
H: 3.577 -2.223 -3.089  0.10
H: -3.629 5.223 -7.681  0.08
H: 1.207 7.750 -5.378  0.08
H: -2.944 1.443 7.363  0.10
H: 2.368 -3.240 4.498  0.08
H: 5.338 3.101 0.149  0.08
H: 1.160 -1.613 5.965  0.10
H: 2.629 3.239 0.553  0.11
H: -5.642 4.067 -6.781  0.06
H: 4.463 -1.638 -0.871  0.06
H: -1.497 5.101 -6.536  0.08
H: -5.565 2.717 4.230  0.11
H: -3.249 2.629 -3.511  0.08
H: -6.341 2.135 6.417  0.08

As for the gap between HOMO and LUMO: 0.1222 Eh. Its total charge is -2. For the LUMO energy, the calculation gives 3.8 eV.

***

ii:
Below is a molecular structure, C31H27BN8O2SSr, with properties calculated with ωB97M-V/def2-TZVPD.

Each line ends with the natural charge from an NBO analysis.
Positions of all 71 atoms, in Å:
Sr: 0.759 1.351 -0.510  1.79
S: -1.476 2.079 -1.676  2.27
O: -0.369 3.051 -1.778  -1.02
O: -2.195 2.140 -0.427  -0.95
N: -0.352 -1.275 -0.754  -0.50
N: 4.409 -0.225 -1.530  -0.33
N: -2.644 -0.681 -1.129  -0.50
N: -0.835 0.663 -1.933  -1.06
N: 2.995 0.141 -3.704  -0.30
N: 3.677 0.570 -0.698  -0.35
N: -5.267 2.985 -6.145  -0.81
N: 2.189 1.142 -3.260  -0.32
C: 1.472 0.406 -5.289  -0.40
C: -1.207 1.482 7.401  -0.35
C: -0.776 -2.348 -0.073  0.12
C: -0.316 -0.506 6.316  -0.31
C: 1.615 -2.357 2.787  -0.27
C: 2.589 -0.313 -4.896  -0.03
C: -2.107 -2.643 0.111  -0.34
C: 5.335 -0.903 -0.823  -0.04
C: 4.159 0.371 0.523  -0.06
C: -3.891 1.912 -2.886  -0.08
C: 0.966 -4.672 3.144  -0.33
C: 1.276 1.297 -4.225  -0.06
C: -4.362 2.779 -5.090  0.17
C: -0.388 1.567 5.110  -0.29
C: -0.937 2.184 6.221  -0.20
C: 1.394 1.137 1.909  -0.74
C: 0.644 -1.855 3.697  0.11
C: -0.034 -4.211 4.001  -0.23
C: 0.964 0.440 2.854  -0.20
C: 1.781 -3.709 2.538  -0.23
C: -1.329 -0.489 -1.246  0.54
C: 5.220 -0.555 0.510  -0.39
C: -2.597 2.427 -2.971  -0.39
C: -3.068 3.296 -5.155  -0.27
C: -2.188 3.121 -4.102  -0.15
C: -0.072 0.171 5.081  0.11
C: 0.513 -0.428 3.913  -0.41
C: -4.764 2.098 -3.939  -0.30
C: -0.195 -2.855 4.272  -0.30
C: -3.013 -1.762 -0.445  0.09
C: -0.866 0.130 7.420  -0.22
B: 4.412 -0.155 -3.088  0.22
H: 5.795 -0.924 1.346  0.21
H: 0.495 2.042 -4.102  0.19
H: 1.099 -5.728 2.946  0.18
H: -1.644 1.968 8.264  0.18
H: 2.566 -4.020 1.853  0.19
H: 3.135 -1.106 -5.380  0.20
H: -2.746 3.834 -6.041  0.20
H: 0.894 0.297 -6.191  0.20
H: -1.024 -0.450 8.325  0.18
H: -1.190 3.540 -4.147  0.24
H: -0.716 -4.920 4.462  0.18
H: -0.003 -2.976 0.355  0.23
H: -1.022 -2.548 4.898  0.20
H: 2.241 -1.634 2.279  0.23
H: 3.680 0.869 1.356  0.25
H: -1.162 3.246 6.168  0.18
H: -2.415 -3.513 0.672  0.23
H: 5.185 0.727 -3.465  -0.08
H: 4.770 -1.252 -3.510  -0.08
H: -4.079 -1.919 -0.329  0.18
H: 6.007 -1.584 -1.326  0.20
H: -4.185 1.354 -2.004  0.25
H: -0.179 2.144 4.218  0.23
H: -5.772 1.703 -3.875  0.20
H: -4.825 3.085 -7.045  0.37
H: -0.021 -1.540 6.419  0.20
H: -6.009 2.305 -6.186  0.37

As for the gap between HOMO and LUMO: 0.1234 Eh. Its total charge is -2. For the LUMO energy, the calculation gives 3.7 eV.

***

Most stable pick: i. Distance to second place: 40.1 kcal/mol.

***

i:
Below is C7H8 in the gas phase, with properties calculated with ωB97M-V/def2-TZVPD.

Each line ends with the natural charge from an NBO analysis.
Positions of all 15 atoms, in Å:
C: -1.320 -0.402 -0.564  -0.03
C: -3.836 0.150 0.441  -0.21
C: 0.135 -0.136 -0.216  -0.07
C: -0.467 -0.871 -1.444  -0.16
C: 0.650 -0.880 1.016  -0.62
C: 0.788 1.108 -0.591  -0.61
C: -2.755 -0.162 0.007  -0.04
H: 1.804 0.913 -0.882  0.21
H: 0.703 1.982 0.172  0.20
H: 0.382 1.533 -1.402  0.21
H: 1.621 -0.363 1.402  0.21
H: 0.871 -1.967 0.760  0.22
H: 0.009 -0.808 1.841  0.21
H: -0.103 -1.335 -2.410  0.24
H: -4.671 0.350 1.064  0.24

As for the gap between HOMO and LUMO: 0.3735 Eh. Its total charge is 0. For the LUMO energy, the calculation gives 1.0 eV. Its structure (SMILES) is C#CC1=CC1(C)C.

***

ii:
Below is C7H8 in the gas phase, with properties calculated with ωB97M-V/def2-TZVPD.

Each line ends with the natural charge from an NBO analysis.
Positions of all 15 atoms, in Å:
C: 1.033 -0.797 0.278  0.01
C: 0.376 1.240 -0.386  0.01
C: -0.229 -0.040 0.067  -0.21
C: -1.075 -0.676 -1.051  -0.57
C: 1.207 2.033 -0.748  -0.22
C: 2.195 -1.116 0.285  -0.23
C: -1.073 0.103 1.344  -0.58
H: -1.939 0.745 1.146  0.22
H: -1.941 -0.043 -1.270  0.22
H: -0.495 0.541 2.162  0.22
H: 3.249 -1.281 0.243  0.24
H: -1.433 -1.661 -0.735  0.21
H: -1.441 -0.878 1.661  0.22
H: -0.484 -0.790 -1.963  0.23
H: 2.050 2.619 -1.035  0.24

As for the gap between HOMO and LUMO: 0.3805 Eh. Its total charge is 0. For the LUMO energy, the calculation gives 0.9 eV. Its structure (SMILES) is C#CC(C)(C)C#C.

***

Most stable pick: ii. Distance to second place: 29.3 kcal/mol.

***

i:
Below is C7H8 in the gas phase, with properties calculated with ωB97M-V/def2-TZVPD.

Each line ends with the natural charge from an NBO analysis.
Positions of all 15 atoms, in Å:
C: -0.436 0.587 0.859  -0.25
C: -0.422 0.970 -0.610  -0.22
C: 2.060 0.033 -0.005  -0.61
C: -1.417 -0.193 -0.892  -0.24
C: 0.565 -0.034 -0.075  -0.05
C: -0.362 -1.225 -0.486  -0.28
C: -1.512 -0.438 0.546  -0.17
H: -0.235 1.160 1.753  0.23
H: 2.385 0.993 0.416  0.21
H: 2.447 -0.766 0.637  0.22
H: -2.192 -0.328 -1.636  0.22
H: 2.521 -0.073 -0.994  0.22
H: -0.307 1.954 -1.046  0.23
H: -2.359 -0.849 1.092  0.24
H: -0.738 -1.791 0.441  0.25

As for the gap between HOMO and LUMO: 0.3229 Eh. Its total charge is 0. For the LUMO energy, the calculation gives 1.1 eV. Its structure (SMILES) is C[C@@]12[C@@H]3[C@H]4[C@@H]3[C@@H]1[C@H]42.

***

ii:
Below is C7H8 in the gas phase, with properties calculated with ωB97M-V/def2-TZVPD.

Each line ends with the natural charge from an NBO analysis.
Positions of all 15 atoms, in Å:
C: -1.387 0.752 -0.824  -0.52
C: 0.856 0.845 0.317  -0.22
C: 2.472 -1.057 0.341  -0.38
C: -2.462 -1.151 0.701  -0.25
C: -2.200 -0.209 -0.030  0.00
C: -0.301 1.333 0.000  -0.15
C: 1.326 -0.494 -0.040  -0.22
H: -2.896 -1.898 1.364  0.24
H: 1.570 1.457 0.879  0.21
H: 3.335 -0.525 0.835  0.21
H: -0.987 0.185 -1.780  0.24
H: 0.830 -0.999 -0.887  0.20
H: -2.078 1.487 -1.183  0.24
H: 2.554 -2.033 -0.110  0.20
H: -0.631 2.307 0.417  0.20

As for the gap between HOMO and LUMO: 0.3642 Eh. Its total charge is 0. For the LUMO energy, the calculation gives 1.0 eV. Its structure (SMILES) is C#CC/C=C\C=C.

***

Most stable pick: ii. Distance to second place: 59.1 kcal/mol.

***

i:
Below is C7H8 in the gas phase, with properties calculated with ωB97M-V/def2-TZVPD.

Each line ends with the natural charge from an NBO analysis.
Positions of all 15 atoms, in Å:
C: 0.002 -0.382 0.622  -0.02
C: 0.825 1.462 -0.717  -0.21
C: 0.409 -1.543 1.469  -0.64
C: 0.928 0.647 0.408  -0.21
C: -0.272 1.363 -1.554  -0.23
C: -1.156 -0.367 -0.151  -0.21
C: -1.193 0.342 -1.345  -0.20
H: -0.048 -2.498 1.203  0.22
H: -1.986 -1.009 0.132  0.21
H: 1.723 2.037 -0.913  0.21
H: 1.486 -1.702 1.509  0.22
H: -2.097 0.219 -1.931  0.21
H: 0.123 -1.429 2.527  0.22
H: 1.709 0.840 1.133  0.21
H: -0.451 2.020 -2.392  0.21

As for the gap between HOMO and LUMO: 0.3615 Eh. Its total charge is 0. For the LUMO energy, the calculation gives 1.1 eV. Its structure (SMILES) is Cc1ccccc1.

***

ii:
Below is C7H8 in the gas phase, with properties calculated with ωB97M-V/def2-TZVPD.

Each line ends with the natural charge from an NBO analysis.
Positions of all 15 atoms, in Å:
C: 1.702 0.311 -0.088  0.00
C: 0.299 0.396 0.350  -0.34
C: 2.841 0.233 -0.470  -0.24
C: -0.201 1.853 0.260  -0.58
C: -0.593 -0.509 -0.483  -0.17
C: -1.984 -2.699 0.046  -0.22
C: -1.304 -1.586 -0.001  -0.39
H: -0.177 2.215 -0.773  0.21
H: 0.438 2.513 0.856  0.22
H: -1.226 1.932 0.632  0.22
H: 3.848 0.154 -0.815  0.24
H: 0.240 0.085 1.401  0.24
H: -0.225 -1.878 0.315  0.40
H: -0.622 -0.283 -1.549  0.22
H: -3.037 -2.738 0.318  0.19

As for the gap between HOMO and LUMO (alpha / beta): 0.2914 / 0.2914 Eh. Its total charge is 0. For the LUMO energy (alpha / beta), the calculation gives 0.0 / 0.0 eV.

***

Most stable pick: i. Distance to second place: 157.5 kcal/mol.

***

i:
Below is C7H8 in the gas phase, with properties calculated with ωB97M-V/def2-TZVPD.

Each line ends with the natural charge from an NBO analysis.
Positions of all 15 atoms, in Å:
C: -0.051 1.970 -1.443  -0.26
C: 0.361 -0.924 0.309  0.05
C: -0.549 -1.393 -0.717  -0.41
C: 1.709 -0.774 0.958  -0.65
C: -1.618 0.937 0.528  -0.49
C: -0.827 1.661 -0.559  0.02
C: -0.804 -0.280 0.361  0.01
H: 0.770 2.194 -1.992  0.22
H: 2.315 -1.638 1.159  0.23
H: -0.335 -1.179 -1.661  0.17
H: 1.614 -0.081 1.807  0.23
H: -1.345 1.254 1.497  0.24
H: 2.251 -0.299 0.140  0.22
H: -2.655 0.953 0.323  0.25
H: -0.836 -2.401 -0.710  0.18

As for the gap between HOMO and LUMO: 0.3388 Eh. Its total charge is 0. For the LUMO energy, the calculation gives 1.0 eV. Its structure (SMILES) is C#CCC1=C(C)C1.

***

ii:
Below is C7H8 in the gas phase, with properties calculated with ωB97M-V/def2-TZVPD.

Each line ends with the natural charge from an NBO analysis.
Positions of all 15 atoms, in Å:
C: 0.038 -0.639 0.949  -0.21
C: 0.503 0.420 1.906  -0.24
C: 0.571 1.269 -0.280  -0.49
C: 0.071 -0.117 -0.334  -0.04
C: -0.498 -0.741 -1.568  -0.21
C: -1.372 -1.744 -1.634  -0.38
C: 0.821 1.513 1.200  -0.18
H: 1.533 1.454 -0.811  0.25
H: -1.820 -2.030 -2.627  0.21
H: -0.239 -0.130 -2.437  0.20
H: -1.673 -2.232 -0.686  0.20
H: -0.141 2.038 -0.750  0.25
H: -0.333 -1.587 1.309  0.21
H: 0.590 0.286 3.002  0.22
H: 1.274 2.437 1.571  0.21

As for the gap between HOMO and LUMO: 0.3224 Eh. Its total charge is 0. For the LUMO energy, the calculation gives 0.7 eV. Its structure (SMILES) is C=CC1=CC=CC1.

***

iii:
Below is C7H8 in the gas phase, with properties calculated with ωB97M-V/def2-TZVPD.

Each line ends with the natural charge from an NBO analysis.
Positions of all 15 atoms, in Å:
C: -1.402 0.688 -1.134  -0.59
C: 0.707 -0.816 -0.951  -0.46
C: 1.633 -1.157 0.136  -0.03
C: -0.247 0.478 0.986  0.04
C: -0.572 -0.248 -0.250  -0.29
C: 2.034 -1.023 1.265  -0.22
C: -0.011 1.093 1.992  -0.28
H: 1.158 -0.050 -1.594  0.23
H: -1.804 0.172 -2.010  0.21
H: -0.789 1.534 -1.463  0.21
H: -2.236 1.090 -0.551  0.22
H: 2.117 -0.658 2.268  0.24
H: 0.434 -1.659 -1.597  0.23
H: -1.184 -1.115 0.035  0.23
H: 0.163 1.670 2.870  0.24

As for the gap between HOMO and LUMO: 0.3840 Eh. Its total charge is 0. For the LUMO energy, the calculation gives 1.0 eV. Its structure (SMILES) is C#CC[C@H](C)C#C.

***

iv:
Below is C7H8 in the gas phase, with properties calculated with ωB97M-V/def2-TZVPD.

Each line ends with the natural charge from an NBO analysis.
Positions of all 15 atoms, in Å:
C: -0.243 -0.174 -0.038  -0.09
C: 0.462 1.190 -0.036  -0.24
C: -2.682 0.292 -0.043  -0.66
C: 2.035 -0.457 -0.043  -0.26
C: 0.925 -1.179 -0.083  -0.19
C: 1.766 0.878 0.056  -0.22
C: -1.489 -0.609 0.124  -0.10
H: -1.794 -1.647 0.346  0.21
H: 2.610 1.564 0.329  0.22
H: 3.053 -0.914 0.076  0.22
H: 0.767 -2.227 -0.039  0.21
H: -0.176 2.115 -0.112  0.23
H: -3.293 0.442 0.980  0.22
H: -2.409 1.306 -0.478  0.22
H: -3.400 -0.283 -0.724  0.23

As for the gap between HOMO and LUMO: 0.3179 Eh. Its total charge is 0. For the LUMO energy, the calculation gives 0.3 eV. Its structure (SMILES) is CC=C1C=CC=C1.

***

Most stable pick: ii. Distance to second place: 13.8 kcal/mol.